Molecular formula: C16H26N2O
Method: DFT, ωB97M-V with the def2-TZVPD basis set

Calculated values
- Electronic energy: -22039.6317 eV
- Spin multiplicity: 1
- Energy relative to the best compared isomer or geometry (same formula, charge and spin): 284.89 kJ/mol
- SMILES: CCC(C#CCN1CCCCC1)(CC)OCCC#N
- Highest occupied orbital energy: -8.890 eV

Bonds (Å) are listed after each position.
Geometry (Å):
1 C 0.37 -1.11 2.05  H2 1.088, C3 1.524, H44 1.087, H45 1.087
2 H -0.58 -0.90 1.55  C1 1.088
3 C 1.37 -1.71 1.07  C1 1.524, H4 1.089, H5 1.092, C6 1.541
4 H 2.29 -1.93 1.61  C3 1.089
5 H 0.98 -2.63 0.65  C3 1.092
6 C 1.72 -0.75 -0.08  C3 1.541, C7 1.462, C28 1.548, O35 1.431
7 C 0.50 -0.33 -0.76  C6 1.462, C8 1.201
8 C -0.45 0.07 -1.38  C7 1.201, C9 1.458
9 C -1.70 0.51 -1.99  C8 1.458, N10 1.453, H26 1.096, H27 1.096
10 N -2.82 0.59 -1.06  C9 1.453, C11 1.451, C15 1.452
11 C -3.20 -0.70 -0.53  N10 1.451, C12 1.525, H24 1.094, H25 1.105
12 C -4.50 -0.58 0.25  C11 1.525, C13 1.524, H22 1.091, H23 1.091
13 C -4.33 0.42 1.39  C12 1.524, C14 1.524, H20 1.091, H21 1.093
14 C -3.87 1.75 0.81  C13 1.524, C15 1.525, H18 1.091, H19 1.091
15 C -2.59 1.55 0.01  N10 1.452, C14 1.525, H16 1.094, H17 1.105
16 H -2.28 2.50 -0.44  C15 1.094
17 H -1.78 1.22 0.68  C15 1.105
18 H -3.69 2.48 1.60  C14 1.091
19 H -4.64 2.15 0.15  C14 1.091
20 H -5.28 0.55 1.93  C13 1.091
21 H -3.59 0.05 2.10  C13 1.093
22 H -5.29 -0.24 -0.42  C12 1.091
23 H -4.79 -1.56 0.64  C12 1.091
24 H -3.33 -1.39 -1.37  C11 1.094
25 H -2.41 -1.12 0.12  C11 1.105
26 H -1.55 1.51 -2.42  C9 1.096
27 H -1.97 -0.18 -2.79  C9 1.096
28 C 2.62 -1.44 -1.13  C6 1.548, C29 1.525, H33 1.094, H34 1.092
29 C 3.95 -1.92 -0.57  C28 1.525, H30 1.087, H31 1.088, H32 1.088
30 H 3.82 -2.81 0.05  C29 1.087
31 H 4.41 -1.15 0.05  C29 1.088
32 H 4.63 -2.17 -1.37  C29 1.088
33 H 2.79 -0.74 -1.95  C28 1.094
34 H 2.06 -2.29 -1.55  C28 1.092
35 O 2.39 0.35 0.55  C6 1.431, C36 1.401
36 C 2.57 1.54 -0.18  O35 1.401, C37 1.545, H42 1.097, H43 1.098
37 C 3.99 1.70 -0.76  C36 1.545, C38 1.440, H40 1.093, H41 1.092
38 C 4.98 1.60 0.28  C37 1.440, N39 1.143
39 N 5.77 1.51 1.11  C38 1.143
40 H 4.07 2.68 -1.23  C37 1.093
41 H 4.20 0.92 -1.50  C37 1.092
42 H 2.38 2.36 0.52  C36 1.097
43 H 1.84 1.61 -1.00  C36 1.098
44 H 0.75 -0.17 2.45  C1 1.087
45 H 0.19 -1.79 2.87  C1 1.087